# C58H31F24GeN3O5PSTl

A structure of composition C58H31F24GeN3O5PSTl at a distorted geometry (wB97M-V/def2-TZVPD, the OMol25 dataset).

XYZ file:
```
125
Properties=species:S:1:pos:R:3:forces:R:3:mulliken_charge:R:1
Tl 1.186738 1.133838 0.581454 0.100 -0.273 0.122 1.569
O 0.649238 -0.368462 -2.980846 -0.296 0.087 0.122 -0.061
C 1.341138 0.541538 -3.782346 0.139 0.034 -0.180 -0.485
C 1.089338 1.995838 -3.449646 -0.064 0.088 -0.441 0.485
C 0.760138 2.914038 -4.446746 0.001 0.020 0.126 -0.725
C 0.628738 4.249338 -4.106746 0.092 0.026 0.059 -0.426
C 0.816038 4.629138 -2.786946 -0.029 0.019 -0.079 -0.829
C 1.118338 3.642338 -1.863246 -0.005 0.175 -0.069 -0.180
N 1.257338 2.368438 -2.188846 0.098 -0.332 -0.006 0.094
H 1.041438 -0.385962 -2.092246 0.160 -0.315 -0.007 -0.464
H 1.014238 0.351438 -4.809446 0.138 0.054 0.020 0.243
H 2.428138 0.372738 -3.722746 -0.075 -0.003 -0.061 0.125
H 0.615138 2.594238 -5.469046 0.010 -0.101 -0.032 0.410
H 0.406538 4.988138 -4.864746 -0.079 0.035 -0.035 0.405
H 0.740938 5.660738 -2.478746 -0.037 0.080 0.031 0.452
H 1.278838 3.884238 -0.820746 0.011 0.067 0.172 0.485
O 4.448838 3.293038 3.172154 0.399 0.327 0.208 -0.795
C 3.446738 2.725138 2.740154 -0.534 0.390 0.220 0.221
O 3.342238 1.634138 2.152154 -0.279 -0.519 -0.396 -0.651
C 2.119938 3.499138 3.027354 0.377 -0.053 -0.178 0.403
C 2.039138 4.178238 4.268954 -0.283 0.185 0.333 -0.726
C 0.908638 4.873738 4.579054 0.257 -0.197 -0.077 -1.170
C -0.127362 4.958438 3.622154 0.055 -0.189 -0.297 1.247
C -1.317562 5.672638 3.852354 -0.142 0.024 -0.036 -0.669
C -2.292862 5.725538 2.894754 0.007 0.140 0.208 -0.882
C -2.101762 5.086938 1.660554 0.138 -0.072 -0.272 -0.100
C -0.950462 4.389138 1.405154 -0.102 0.103 -0.030 -0.014
C 0.060138 4.284138 2.384754 -0.348 0.442 0.481 -0.068
N 1.163438 3.543038 2.130354 0.519 -0.150 0.004 0.084
H 2.880338 4.103838 4.945054 -0.012 0.010 -0.077 0.509
H 0.776238 5.368138 5.534754 0.078 0.008 0.036 0.394
H -1.440962 6.175838 4.803354 -0.049 0.018 0.054 0.365
H -3.211662 6.262338 3.081754 -0.074 0.046 0.016 0.398
H -2.882762 5.133238 0.914354 -0.048 -0.052 -0.103 0.447
H -0.812262 3.868938 0.468854 0.005 -0.082 -0.126 0.030
N 0.923138 0.186538 3.202254 0.147 0.140 0.250 -0.557
C 1.224238 -1.226362 2.983554 -0.104 -0.231 0.129 -0.557
C -0.027562 -2.085862 2.845454 0.080 0.255 -0.410 -0.652
C -0.950662 -1.791762 1.646354 0.385 -0.430 0.472 0.213
O -1.802862 -2.625662 1.369754 -0.338 -0.497 -0.060 -0.736
O -0.820362 -0.658662 1.075654 0.631 0.009 -0.216 0.722
H 1.804138 0.689238 3.263954 0.016 0.084 0.180 0.204
H 0.398638 0.322338 4.060954 -0.011 0.048 -0.072 0.173
H 1.833538 -1.653562 3.802654 -0.030 0.099 -0.243 0.533
H 1.811838 -1.286862 2.063054 0.025 -0.169 0.166 0.031
H -0.669562 -1.970062 3.727254 0.034 -0.028 0.073 0.188
H 0.260038 -3.137662 2.786954 -0.085 0.025 0.021 0.331
F -7.593162 4.341138 -1.967446 -0.032 -0.261 -0.012 -0.283
C -6.488262 4.907938 -1.427146 -0.339 0.219 -0.123 0.770
F -6.956662 5.700638 -0.438146 0.074 -0.027 0.307 -0.283
F -6.021762 5.746838 -2.369546 0.301 -0.010 -0.137 -0.301
C -5.484862 3.907538 -0.956746 0.040 0.072 -0.087 0.480
C -4.299462 3.709238 -1.655446 -0.267 0.171 0.005 -0.959
C -3.399262 2.766238 -1.199546 0.057 -0.090 0.024 -0.644
C -3.643162 2.000938 -0.062846 0.283 -0.018 0.013 0.544
C -4.830162 2.232838 0.627654 -0.054 -0.009 0.005 -0.193
C -5.752962 3.159638 0.184454 -0.045 0.158 -0.115 -1.225
P -2.239362 0.772538 0.396454 -0.856 0.324 -0.138 0.907
C -2.813562 0.627538 2.132354 0.234 0.060 -0.022 0.178
C -3.307562 -0.511862 2.756654 -0.137 0.044 -0.081 -0.211
C -3.499262 -0.524062 4.126454 -0.023 0.223 0.314 -1.125
C -3.230062 0.614938 4.874654 0.095 -0.040 0.071 0.263
C -2.792262 1.778738 4.251354 -0.051 -0.054 0.186 -1.024
C -2.581562 1.770938 2.891254 -0.065 -0.098 -0.033 0.051
C -3.407562 0.614238 6.355754 -0.230 0.094 0.440 0.754
F -3.354462 -0.606562 6.915454 0.054 -0.315 -0.176 -0.297
F -4.602462 1.128538 6.748954 -0.204 0.092 -0.173 -0.292
F -2.487562 1.355938 7.002754 0.254 0.155 -0.118 -0.283
C -3.054462 -0.600062 -0.512046 0.132 0.115 -0.025 0.169
C -4.369362 -0.978162 -0.271646 0.079 -0.055 -0.139 0.032
C -4.951762 -1.982062 -1.019046 0.001 -0.137 -0.104 -1.290
C -4.225062 -2.597762 -2.031646 0.008 0.015 -0.031 0.484
C -2.910662 -2.222762 -2.280946 -0.181 -0.098 -0.061 -1.126
C -2.326962 -1.229962 -1.516246 -0.072 0.060 0.132 -0.870
C -4.893562 -3.661962 -2.843646 -0.323 -0.140 -0.167 0.773
F -4.315062 -3.880762 -4.035046 0.317 0.059 -0.076 -0.281
F -6.187562 -3.360962 -3.124346 -0.095 0.204 0.096 -0.298
F -4.950562 -4.862562 -2.228646 0.171 -0.057 0.204 -0.271
H -4.092862 4.296938 -2.538946 0.043 0.010 -0.033 0.434
H -2.469962 2.610238 -1.730646 0.151 0.006 -0.132 0.540
H -5.038862 1.682938 1.533554 -0.061 -0.070 0.093 0.387
H -6.680162 3.306638 0.720554 -0.063 0.057 0.067 0.392
H -3.493562 -1.409162 2.190354 0.050 -0.083 -0.065 0.310
H -3.835062 -1.420162 4.626354 -0.038 -0.109 -0.008 0.427
H -2.603662 2.672038 4.828454 0.069 0.071 0.069 0.524
H -2.221262 2.654638 2.387854 0.021 0.052 0.131 -0.036
H -4.941862 -0.487762 0.501954 -0.068 0.028 0.027 0.419
H -5.972162 -2.284962 -0.834746 -0.095 0.000 0.028 0.416
H -2.348862 -2.698562 -3.070446 0.055 -0.060 -0.056 0.664
H -1.298262 -0.947262 -1.693246 0.026 -0.026 -0.026 0.838
F 1.196738 -5.073962 -2.073246 -0.377 -0.038 -0.188 -0.398
C 1.556638 -4.452962 -3.200646 0.238 0.029 -0.046 0.108
C 2.714538 -3.691562 -3.180146 -0.137 0.259 0.056 -0.381
C 3.039538 -3.030362 -4.349446 0.086 -0.231 0.145 0.574
F 4.141538 -2.253062 -4.376946 -0.194 0.068 -0.327 -0.361
C 2.286038 -3.138962 -5.509446 -0.044 -0.004 -0.041 0.110
F 2.649638 -2.495962 -6.635846 -0.085 -0.099 0.175 -0.362
C 1.141238 -3.924262 -5.500846 0.120 0.025 0.156 0.804
F 0.398938 -4.045462 -6.613246 0.158 0.015 0.233 -0.341
C 0.772138 -4.592262 -4.336646 0.016 0.042 -0.064 0.033
F -0.333062 -5.351362 -4.342246 0.133 0.086 0.044 -0.400
Ge 3.460238 -3.147662 -1.389746 0.792 -0.848 -0.539 1.344
S 2.007238 -1.979762 -0.460246 0.016 0.208 0.170 -0.819
C 5.376638 -2.571962 -1.849146 -0.486 0.079 0.352 -0.312
C 5.674138 -1.226962 -1.982846 0.142 -0.157 -0.065 0.167
F 4.671038 -0.349162 -1.951346 0.189 0.281 -0.027 -0.084
C 6.968438 -0.765362 -2.193346 -0.009 -0.049 0.004 -0.358
F 7.235338 0.539938 -2.343746 -0.065 -0.171 0.039 -0.310
C 8.010138 -1.683662 -2.266146 -0.134 -0.075 -0.014 0.708
F 9.268638 -1.262162 -2.469346 -0.232 -0.070 0.030 -0.321
C 7.741138 -3.040362 -2.155446 -0.004 -0.018 0.012 0.011
F 8.741138 -3.937462 -2.254446 -0.143 0.206 0.011 -0.325
C 6.431638 -3.457362 -1.952846 -0.038 0.127 -0.062 0.565
F 6.206238 -4.783262 -1.890146 0.308 0.042 -0.107 -0.330
C 3.983938 -4.817262 -0.340146 -0.425 0.332 0.054 -0.782
C 3.829238 -6.143562 -0.693346 0.161 0.227 0.212 0.899
F 3.433538 -6.449062 -1.935746 0.034 -0.343 0.028 -0.322
C 4.136638 -7.177562 0.183654 -0.022 0.009 -0.048 0.090
F 4.000438 -8.463562 -0.185846 0.007 0.132 0.033 -0.325
C 4.612038 -6.884062 1.455854 0.015 0.144 -0.103 0.638
F 4.929738 -7.878562 2.302154 -0.096 0.195 -0.165 -0.322
C 4.793538 -5.559562 1.833554 0.035 -0.052 0.002 0.021
F 5.280738 -5.270662 3.050954 -0.063 -0.076 -0.186 -0.318
C 4.484538 -4.560162 0.923054 -0.021 0.003 -0.170 -0.058
F 4.721738 -3.281862 1.254054 0.030 -0.156 0.328 -0.320
```
Positions in Å, forces in eV/Å.

Output
Charge = -2
Maximum force = 0.0249 Eh/bohr
Gap between HOMO and LUMO = 0.25865 hartree



# C25H28BaF5O2S

A structure of composition C25H28BaF5O2S at a distorted geometry (wB97M-V/def2-TZVPD, the OMol25 dataset).

XYZ file:
```
62
Properties=species:S:1:pos:R:3:forces:R:3:mulliken_charge:R:1
O 0.464744 0.101482 -5.942627 -0.113 0.315 -0.508 -0.395
C 0.266016 1.415353 -6.533596 -0.014 -0.251 0.004 -0.411
C 0.018146 0.824000 -7.932399 0.162 -0.290 0.720 -0.883
H 1.156952 2.039629 -6.441199 -0.004 -0.038 0.049 0.284
H -0.586630 1.932916 -6.087993 0.041 -0.037 0.035 0.244
C 0.241144 -0.547754 -7.235702 -0.065 0.205 -0.205 1.601
H 0.762422 1.078057 -8.675387 0.108 0.043 -0.165 0.306
H -0.979524 0.973871 -8.323275 -0.164 0.027 -0.108 0.306
C 1.476333 -1.295152 -7.685264 0.176 -0.076 0.129 -1.629
H 2.345247 -0.633271 -7.692555 -0.052 -0.025 0.007 0.383
H 1.345305 -1.706551 -8.689139 -0.057 0.042 0.024 0.378
H 1.685334 -2.123494 -7.001563 -0.018 0.073 -0.046 0.358
C -0.978639 -1.440008 -7.184430 -0.104 -0.084 0.185 -1.662
H -1.851774 -0.878653 -6.843701 0.058 -0.024 -0.014 0.373
H -0.811562 -2.265982 -6.486364 -0.011 0.071 -0.051 0.359
H -1.200439 -1.863303 -8.167070 0.054 0.046 0.000 0.394
Ba -0.019584 -0.087715 2.027443 3.147 5.221 1.683 1.293
C -2.087450 -0.727192 3.337171 -1.906 2.401 -1.281 -0.592
C -1.795401 0.677099 3.517463 -3.533 -0.713 -1.371 -0.367
C -1.976307 1.335691 2.238777 -3.255 -1.931 1.049 -0.858
H -1.428037 1.134368 4.396030 0.214 0.299 0.564 0.555
C -2.386615 0.335794 1.276523 -1.506 -0.021 2.946 -0.544
C -2.440343 -0.943000 1.952389 -0.746 2.581 1.192 -0.870
H -2.660992 -1.869184 1.500182 -0.218 -0.915 -0.402 0.369
H -2.019401 -1.462015 4.083213 0.091 -0.792 0.784 0.547
H -1.742130 2.341081 2.029906 0.226 1.039 -0.157 0.397
H -2.539608 0.498597 0.249106 -0.211 0.180 -1.137 0.647
C 1.022226 -1.683558 3.647242 1.588 -2.146 -2.141 -0.465
C 0.232532 -2.498664 2.752562 3.295 0.091 -0.646 -0.818
C 0.783597 -2.368757 1.414335 2.229 -0.437 2.793 -0.844
H -0.609914 -3.067013 3.004854 -0.975 -0.642 0.319 0.526
C 1.933010 -1.479281 1.503648 0.219 -3.043 2.235 -0.515
C 2.079748 -1.074170 2.877697 0.065 -3.308 -0.586 -0.525
H 2.761995 -0.349429 3.231368 0.485 0.559 0.353 0.517
H 0.838725 -1.521911 4.672355 -0.236 0.146 0.894 0.300
H 0.409625 -2.827960 0.547318 -0.450 -0.497 -0.987 0.495
H 2.493622 -1.106148 0.693970 0.607 0.327 -0.843 0.399
O 0.236220 0.395229 -0.114976 0.528 0.783 -4.467 -0.083
C -0.145720 -0.500812 -1.171381 0.226 0.060 -0.087 -0.485
C -0.452751 0.402376 -2.340102 -0.424 0.208 -0.283 -0.449
H -0.992094 -1.109461 -0.836649 0.097 0.149 0.021 0.181
H 0.703839 -1.159248 -1.372800 -0.033 -0.018 -0.011 0.330
C 0.466968 1.595602 -2.084861 0.348 -0.028 -0.390 -0.627
H -1.500706 0.727379 -2.304892 0.137 -0.049 0.017 0.250
H -0.281573 -0.086310 -3.295323 0.050 0.043 -0.133 0.259
C 0.402519 1.741827 -0.584764 -0.244 -0.189 0.062 -0.516
H 0.156967 2.498406 -2.599280 -0.054 0.130 -0.128 0.383
H 1.488764 1.352920 -2.400712 -0.124 0.043 0.041 0.257
H -0.463752 2.332793 -0.265249 0.013 -0.032 -0.029 0.232
H 1.294389 2.150281 -0.109994 0.057 0.023 -0.106 0.315
F -0.368338 -0.025775 9.634507 0.051 0.032 -0.129 -0.337
C 0.008247 0.421203 8.419249 0.165 0.245 -0.503 0.508
C -0.697374 1.467055 7.806773 0.352 -0.222 -0.201 0.191
F -1.752269 2.024772 8.439554 0.315 -0.201 -0.109 -0.310
C -0.307635 1.919893 6.548995 0.449 -0.193 -0.442 0.161
F -1.000193 2.942797 5.971107 0.355 -0.717 0.660 -0.388
C 0.789594 1.353274 5.832294 -0.178 -0.069 0.569 0.605
S 1.236979 1.920995 4.253902 0.218 0.273 0.339 -0.356
C 1.490676 0.313323 6.510712 -0.082 0.372 -0.516 -0.293
F 2.577368 -0.246603 5.898245 -0.856 0.359 0.756 -0.386
C 1.111632 -0.150077 7.767145 -0.249 0.278 -0.117 0.230
F 1.795891 -1.149582 8.367237 -0.242 0.323 -0.133 -0.326
```
Positions in Å, forces in eV/Å.

Output
Charge = -1
Maximum force = 0.1230 Eh/bohr
Gap between HOMO and LUMO = 0.21360 hartree



Quick rundown of energy relative to the best compared isomer or geometry (same formula, charge and spin), same order as above: 36.0; 141.1 kcal/mol